1.
{
  "formula": "C38H49CrN8O4S2Si",
  "method": "ωB97M-V/def2-TZVPD",
  "gap_ha": [0.1979, 0.1863],
  "e_above_lowest_ev": 7.383,
  "homo_ev": [-3.914, -3.957],
  "total_charge": -1,
  "energy_ha": -4346.8776,
  "s2": 6.493,
  "multiplicity": 5,
  "symbols": ["Cr", "N", "C", "S", "N", "N", "C", "C", "C", "C", "C", "C", "C", "C", "C", "C", "C", "C", "N", "H", "H", "H", "H", "H", "H", "H", "H", "H", "H", "H", "N", "C", "S", "N", "N", "C", "C", "C", "C", "C", "C", "C", "C", "C", "C", "C", "C", "N", "H", "H", "H", "H", "H", "H", "H", "H", "H", "H", "H", "C", "C", "C", "C", "O", "Si", "O", "O", "C", "C", "C", "C", "O", "C", "C", "C", "C", "H", "H", "H", "H", "H", "H", "H", "H", "H", "H", "H", "H", "H", "H", "H", "H", "H", "H", "H", "H", "H", "H", "H", "H", "H", "H", "H"],
  "coordinates": [[-0.259, 0.186, -1.643], [-3.178, -1.773, -4.130], [-2.054, -1.213, -3.448], [-2.381, -1.074, -1.690], [-0.877, -1.980, -3.706], [0.039, -1.589, -2.908], [1.291, -2.071, -2.979], [1.699, -3.072, -3.986], [0.961, -4.241, -4.196], [1.346, -5.163, -5.157], [2.472, -4.942, -5.940], [3.209, -3.780, -5.752], [2.820, -2.856, -4.790], [2.211, -1.369, -2.143], [3.539, -1.794, -1.910], [4.370, -1.049, -1.114], [3.897, 0.125, -0.517], [2.588, 0.462, -0.736], [1.767, -0.248, -1.522], [-3.999, -1.210, -3.941], [-3.003, -1.733, -5.130], [0.076, -4.415, -3.600], [0.756, -6.061, -5.300], [2.769, -5.664, -6.691], [4.080, -3.584, -6.365], [3.386, -1.939, -4.669], [3.870, -2.722, -2.354], [5.384, -1.384, -0.930], [4.523, 0.745, 0.113], [2.138, 1.332, -0.280], [-2.205, 0.378, -5.501], [-1.724, 0.416, -4.137], [0.027, 0.902, -3.983], [-2.510, 1.331, -3.374], [-1.902, 1.463, -2.249], [-2.229, 2.380, -1.347], [-3.401, 3.260, -1.509], [-4.357, 3.320, -0.497], [-5.468, 4.141, -0.629], [-5.629, 4.917, -1.770], [-4.681, 4.858, -2.784], [-3.577, 4.029, -2.660], [-1.185, 2.457, -0.288], [-1.442, 3.260, 0.896], [-1.037, 3.051, 2.220], [-0.173, 2.148, 2.812], [0.803, 1.240, 2.178], [-0.103, 1.802, -0.533], [-1.422, 0.240, -6.126], [-2.648, 1.259, -5.724], [-4.236, 2.700, 0.384], [-6.210, 4.171, 0.159], [-6.490, 5.566, -1.868], [-4.805, 5.456, -3.679], [-2.841, 3.973, -3.450], [-2.203, 4.024, 0.773], [-1.580, 3.671, 2.927], [-0.208, 2.118, 3.896], [1.027, 1.614, 1.182], [4.188, 1.605, 3.545], [2.832, 2.210, 3.197], [2.960, 3.112, 1.975], [2.327, 3.019, 4.399], [2.011, 1.064, 2.941], [0.101, -0.492, 1.705], [-0.292, -0.583, 0.168], [-1.147, -0.874, 2.722], [-2.556, -1.013, 2.576], [-3.156, 0.050, 1.662], [-2.825, -2.405, 2.010], [-3.133, -0.869, 3.974], [1.296, -1.570, 2.035], [1.772, -2.295, 3.163], [3.291, -2.275, 3.065], [1.239, -3.716, 3.036], [1.322, -1.681, 4.487], [4.942, 2.387, 3.658], [4.501, 0.917, 2.755], [4.124, 1.042, 4.480], [3.692, 3.897, 2.181], [2.010, 3.587, 1.720], [3.304, 2.548, 1.106], [3.142, 3.625, 4.804], [1.982, 2.339, 5.181], [1.511, 3.690, 4.130], [-2.699, 0.010, 0.675], [-2.997, 1.046, 2.083], [-4.230, -0.121, 1.555], [-2.402, -2.484, 1.005], [-3.899, -2.604, 1.955], [-2.358, -3.161, 2.646], [-2.859, 0.104, 4.387], [-2.738, -1.649, 4.629], [-4.223, -0.948, 3.950], [3.606, -2.711, 2.114], [3.744, -2.839, 3.886], [3.639, -1.242, 3.102], [1.473, -4.109, 2.045], [0.153, -3.720, 3.159], [1.682, -4.371, 3.792], [1.667, -0.649, 4.553], [1.739, -2.253, 5.320], [0.234, -1.690, 4.562]]
}

***

2.
{
  "formula": "C38H49N4O4SSbSe5Y",
  "method": "ωB97M-V/def2-TZVPD",
  "gap_ha": 0.1926,
  "e_above_lowest_ev": 2.408,
  "homo_ev": -4.857,
  "total_charge": -1,
  "energy_ha": -14681.5950,
  "multiplicity": 1,
  "symbols": ["Y", "C", "C", "C", "C", "C", "C", "C", "Se", "C", "C", "C", "C", "C", "C", "O", "C", "C", "C", "C", "C", "C", "C", "C", "C", "O", "C", "C", "C", "C", "C", "C", "H", "H", "H", "H", "H", "H", "H", "H", "H", "H", "H", "H", "H", "H", "H", "H", "H", "H", "H", "H", "H", "H", "H", "H", "H", "H", "H", "H", "H", "H", "H", "H", "H", "H", "H", "H", "H", "H", "H", "H", "N", "C", "C", "C", "C", "C", "C", "S", "O", "O", "N", "C", "N", "C", "C", "C", "N", "H", "H", "H", "H", "H", "H", "H", "H", "H", "Se", "Sb", "Se", "Se", "Se"],
  "coordinates": [[-0.515, 0.128, -0.823], [-2.896, 6.437, 3.584], [-2.972, 4.994, 4.108], [-1.938, 4.835, 5.222], [-4.363, 4.743, 4.705], [-2.719, 4.027, 2.958], [-1.702, 3.099, 2.953], [-1.522, 2.251, 1.865], [-0.254, 0.824, 2.133], [1.363, 1.746, 1.470], [2.292, 2.009, 2.473], [3.244, 2.990, 2.278], [3.212, 3.670, 1.049], [2.308, 3.438, 0.028], [1.297, 2.456, 0.258], [0.272, 2.288, -0.514], [2.420, 4.283, -1.250], [3.872, 4.240, -1.757], [2.046, 5.732, -0.910], [1.542, 3.826, -2.422], [4.242, 3.409, 3.355], [3.961, 4.861, 3.764], [5.674, 3.303, 2.812], [4.139, 2.531, 4.602], [-2.341, 2.278, 0.709], [-2.106, 1.576, -0.361], [-3.461, 3.170, 0.772], [-3.594, 4.006, 1.860], [-4.520, 3.123, -0.329], [-5.655, 4.118, -0.071], [-5.147, 1.717, -0.365], [-3.925, 3.476, -1.703], [-2.965, 7.150, 4.409], [-1.956, 6.605, 3.056], [-3.711, 6.648, 2.889], [-2.129, 5.568, 6.008], [-1.985, 3.841, 5.673], [-0.923, 4.995, 4.852], [-4.539, 5.406, 5.555], [-5.151, 4.921, 3.972], [-4.455, 3.710, 5.045], [-1.037, 2.999, 3.802], [2.240, 1.459, 3.403], [3.954, 4.446, 0.893], [4.588, 4.603, -1.020], [4.150, 3.217, -2.022], [3.970, 4.861, -2.650], [2.678, 6.133, -0.115], [2.159, 6.369, -1.791], [1.008, 5.787, -0.578], [1.696, 2.769, -2.649], [0.483, 3.970, -2.225], [1.823, 4.407, -3.305], [4.083, 5.542, 2.920], [2.938, 4.964, 4.131], [4.646, 5.176, 4.555], [5.832, 3.966, 1.960], [6.396, 3.577, 3.586], [5.888, 2.283, 2.489], [3.157, 2.610, 5.070], [4.326, 1.480, 4.371], [4.883, 2.850, 5.335], [-4.433, 4.689, 1.880], [-6.182, 3.905, 0.862], [-5.294, 5.149, -0.039], [-6.379, 4.046, -0.885], [-5.646, 1.499, 0.583], [-5.896, 1.668, -1.162], [-4.394, 0.952, -0.541], [-3.544, 4.500, -1.699], [-3.110, 2.808, -1.965], [-4.704, 3.409, -2.468], [-6.056, -2.358, -1.487], [-4.738, -2.304, -1.847], [-4.226, -1.159, -2.457], [-2.896, -1.094, -2.812], [-2.068, -2.190, -2.608], [-2.560, -3.350, -2.003], [-3.886, -3.407, -1.632], [-0.320, -2.082, -2.703], [0.074, -2.231, -1.285], [0.283, -3.015, -3.610], [-0.095, -0.539, -3.101], [1.253, -0.218, -3.039], [1.782, -0.083, -1.818], [3.094, 0.110, -1.694], [3.890, 0.225, -2.810], [3.239, 0.179, -4.040], [1.942, -0.046, -4.174], [-6.511, -1.466, -1.304], [-6.337, -3.083, -0.825], [-4.874, -0.311, -2.639], [-2.508, -0.205, -3.297], [-1.907, -4.190, -1.810], [-4.275, -4.289, -1.135], [3.481, 0.205, -0.686], [4.957, 0.376, -2.733], [3.791, 0.324, -4.963], [-4.661, -1.593, 4.440], [-4.505, -2.457, 2.252], [-6.397, -4.220, 1.727], [-4.109, -5.106, 2.048], [-2.000, -0.927, 1.214]]
}